Record 1
{
  "formula": "C10H14BF5N6OTeV",
  "method": "wB97M-V/def2-TZVPD",
  "multiplicity": 4,
  "total_charge": 0,
  "e_tot_ha": -2529.4616,
  "s_squared": 3.7750,
  "orbital_gap_ev": [5.40, 7.12],
  "largest_force_ev_per_a": 3.1,
  "species": ["H", "N", "B", "N", "C", "V", "H", "C", "H", "C", "H", "C", "H", "H", "H", "N", "N", "N", "N", "C", "C", "H", "H", "C", "C", "C", "C", "H", "H", "H", "H", "H", "F", "Te", "F", "F", "F", "F", "O"],
  "positions_angstrom": [[1.45726, 2.72342, 0.89475], [0.84780, 1.33152, -0.58732], [-0.04841, 0.26008, -2.77087], [0.37769, 1.47148, -1.88791], [0.54560, 2.75473, -2.26890], [1.48932, -0.24379, 0.34466], [0.28256, 3.08071, -3.26677], [1.05368, 3.47907, -1.18939], [1.30797, 4.51912, -1.16024], [1.17236, 2.57907, -0.13568], [0.04647, 0.64868, -3.91819], [-0.52356, -0.85885, 0.60816], [-1.31040, -0.12718, 0.84481], [-0.20603, -1.36154, 1.55171], [-0.82593, -1.61738, -0.12475], [-1.56188, -0.25969, -2.67643], [1.05903, -0.84013, -2.58329], [-2.50838, -0.00034, -1.70438], [1.68963, -1.16247, -1.36875], [-2.23887, -0.85696, -3.68636], [1.59100, -1.61384, -3.54968], [-1.71889, -1.11641, -4.59868], [1.25824, -1.50562, -4.57448], [-3.58152, -1.00621, -3.33272], [2.52738, -2.48178, -2.98993], [-3.70040, -0.51877, -2.03389], [2.54933, -2.19249, -1.61933], [-4.36999, -1.42067, -3.93694], [3.10937, -3.22615, -3.50363], [-4.53436, -0.48633, -1.34311], [3.08201, -2.66278, -0.80833], [-2.24695, 0.21382, -0.75384], [1.13647, -1.01856, 4.15414], [1.62854, 0.74795, 3.68409], [0.85898, 1.37673, 5.30455], [3.34111, 0.64793, 4.49629], [-0.10625, 0.97316, 2.95345], [1.93417, 2.55030, 3.15715], [2.31167, 0.11388, 2.05772]],
  "forces_ev_per_angstrom": [[0.21, -0.04, -0.07], [-0.64, 2.84, -1.06], [1.73, 0.63, -0.12], [0.31, -0.41, 1.08], [0.06, 0.36, 0.63], [-0.65, -0.37, 1.63], [0.03, -0.09, 0.17], [-0.44, -0.01, -0.53], [-0.09, 0.22, -0.09], [-0.40, -1.56, -1.38], [-0.15, -0.28, 0.18], [0.71, -0.58, 0.44], [0.12, -0.18, 0.09], [-0.86, -0.03, -0.27], [-0.27, 0.01, 0.20], [-1.50, 0.05, 0.53], [0.62, -0.60, 1.27], [0.57, -0.90, -0.52], [0.01, -1.53, -2.58], [0.17, 0.62, 0.94], [0.23, -0.42, 0.35], [-0.11, 0.11, 0.14], [0.12, -0.04, 0.15], [0.02, -0.25, 0.20], [-0.30, 0.15, -0.17], [0.69, 0.35, -0.87], [-1.46, 1.49, -0.85], [0.08, -0.08, 0.03], [-0.02, 0.00, -0.06], [0.19, 0.06, -0.19], [0.12, 0.13, -0.04], [0.71, 0.15, 0.19], [0.20, 0.74, 0.41], [0.08, -0.48, -1.45], [0.85, -0.47, -1.01], [-1.05, 0.15, 0.07], [0.43, 0.04, 0.44], [-0.02, -0.44, 0.59], [-0.29, 0.67, 1.51]]
}

Record 2
{
  "formula": "C10H14BN4O4P",
  "method": "wB97M-V/def2-TZVPD",
  "smiles": "C#C[C@](C#N)([C@@H](C#N)B(O)N(C)C)P(=O)(O)O.CC#N",
  "total_charge": 0,
  "e_tot_ha": -1275.6644,
  "orbital_gap_ev": 9.80,
  "largest_force_ev_per_a": 3.1,
  "species": ["C", "C", "C", "C", "N", "C", "C", "N", "B", "O", "N", "C", "C", "P", "O", "O", "O", "H", "H", "H", "H", "H", "H", "H", "H", "H", "H", "H", "C", "C", "N", "H", "H", "H"],
  "positions_angstrom": [[0.11592, -1.76532, 2.51683], [0.19134, -1.14354, 1.51141], [0.42562, -0.53756, 0.18081], [0.05287, 0.90434, 0.22089], [-0.16235, 2.02231, 0.08128], [-0.47070, -1.32968, -0.84137], [-0.32272, -2.78077, -0.52570], [-0.39090, -3.92501, -0.59515], [-2.03654, -0.92164, -0.74446], [-2.75879, -1.03935, -1.94368], [-2.68837, -0.49773, 0.46919], [-3.85445, 0.36104, 0.17038], [-3.19774, -1.65147, 1.26000], [2.27208, -0.64574, -0.17001], [2.93213, -1.03970, 1.07827], [2.61469, -1.70203, -1.32229], [2.87597, 0.77869, -0.60317], [-0.08002, -2.55774, 3.20143], [-0.15339, -1.14370, -1.87336], [-2.75253, -1.98720, -2.13297], [-4.61623, -0.18742, -0.40479], [-4.33827, 0.68529, 1.09875], [-3.55549, 1.26929, -0.36097], [-2.46437, -1.97711, 2.00308], [-4.10445, -1.36956, 1.79809], [-3.42278, -2.50008, 0.59346], [2.98596, -2.47006, -0.86618], [2.76408, 1.34801, 0.19135], [4.12003, 4.61456, -1.03498], [3.83383, 3.68621, 0.05980], [3.61026, 2.95968, 0.91455], [4.66958, 4.09877, -1.81988], [3.18774, 4.99852, -1.44420], [4.71800, 5.44571, -0.66640]],
  "forces_ev_per_angstrom": [[-0.53, -1.26, 0.63], [0.71, 1.04, -1.42], [-0.75, 0.44, 0.25], [0.19, -0.60, -0.66], [-0.07, 0.11, 0.18], [0.39, -0.28, 1.05], [-0.54, 0.78, -1.53], [0.16, -0.26, 0.45], [-0.50, -0.08, -0.30], [0.35, -0.15, 0.94], [-0.79, 0.32, -0.10], [-0.22, 0.14, 0.02], [0.79, -0.34, 0.02], [2.51, 0.12, 1.73], [-0.31, -0.48, 0.31], [-0.95, 0.98, -0.36], [-1.60, -1.07, -0.73], [0.18, 0.35, 0.43], [0.10, -0.19, 0.17], [0.06, 0.06, -0.69], [0.15, 0.24, -0.06], [0.30, -0.08, -0.02], [0.00, -0.24, -0.07], [-0.05, 0.02, -0.21], [0.10, 0.06, -0.19], [-0.19, 0.03, 0.34], [0.07, -0.07, 0.00], [0.47, 0.24, -0.28], [-0.03, -0.12, 0.14], [0.15, 0.48, -0.41], [-0.15, -0.16, 0.29], [0.00, -0.02, 0.02], [-0.01, -0.01, 0.02], [0.00, -0.01, 0.01]]
}

Record 3
{
  "formula": "C10H14BrO2P",
  "method": "wB97M-V/def2-TZVPD",
  "smiles": "CCCCP(Br)c1cc(O)ccc1O",
  "total_charge": 0,
  "e_tot_ha": -3455.2590,
  "orbital_gap_ev": 8.27,
  "largest_force_ev_per_a": 2.8,
  "species": ["C", "C", "C", "C", "P", "Br", "C", "C", "C", "O", "C", "C", "C", "O", "H", "H", "H", "H", "H", "H", "H", "H", "H", "H", "H", "H", "H", "H"],
  "positions_angstrom": [[3.91187, 0.39015, -0.22080], [3.37373, -0.90591, -0.73286], [2.21800, -1.52837, 0.12852], [0.88401, -0.76926, -0.04247], [-0.25591, -1.22461, 1.28546], [-0.79557, -3.23568, 0.46659], [-1.72730, -0.06493, 0.72993], [-2.23350, -0.17773, -0.55435], [-3.06580, 0.82467, -1.02972], [-3.55904, 0.75692, -2.25599], [-3.40562, 1.88678, -0.22428], [-2.91267, 1.95607, 1.06084], [-2.14597, 0.95191, 1.57637], [-1.60316, 1.11347, 2.81117], [3.03960, 1.15107, 0.02667], [4.48124, 0.42102, 0.77948], [4.60523, 0.69667, -1.07066], [4.02253, -1.71417, -1.02950], [2.87442, -0.55369, -1.66297], [2.13021, -2.56692, -0.16243], [2.23618, -1.47235, 1.20201], [0.86849, 0.35978, -0.15456], [0.49174, -1.19466, -0.99954], [-1.61710, -0.72108, -1.26052], [-3.35562, -0.03467, -2.78664], [-4.13244, 2.63627, -0.59031], [-3.39316, 2.61101, 1.79830], [-0.93442, 0.40827, 2.91228]],
  "forces_ev_per_angstrom": [[0.92, 1.91, 1.23], [-2.77, -0.14, 0.50], [-0.03, 1.50, -0.41], [-0.32, -0.26, -2.34], [-1.71, 1.09, -0.27], [-0.25, 0.02, 0.19], [1.19, -1.74, 0.43], [1.28, 1.19, 0.17], [0.58, -1.15, 0.60], [-1.07, 0.33, -2.45], [-1.03, 0.76, -0.18], [-2.03, 0.36, 0.84], [1.62, -0.41, -0.34], [0.25, -0.48, 0.55], [1.73, -1.37, -1.14], [-0.53, -0.61, -1.57], [-0.82, 0.61, 1.42], [0.86, 0.18, 0.18], [0.14, -0.71, 0.17], [-0.46, -0.19, 0.06], [1.78, -0.33, 0.73], [0.55, -1.25, 0.34], [-0.23, 0.81, 0.51], [-0.66, -0.73, -0.16], [0.17, 0.40, 0.90], [0.62, -0.49, 0.21], [0.63, 0.35, -0.50], [-0.40, 0.37, 0.34]]
}

Record 4
{
  "formula": "C10H14Cl2IrO6",
  "method": "wB97M-V/def2-TZVPD",
  "multiplicity": 2,
  "total_charge": 2,
  "e_tot_ha": -1864.8899,
  "s_squared": 0.7576,
  "orbital_gap_ev": [9.17, 5.41],
  "largest_force_ev_per_a": 1.1,
  "species": ["Ir", "O", "C", "O", "C", "C", "C", "C", "C", "O", "C", "C", "O", "O", "H", "H", "H", "H", "H", "H", "H", "H", "Cl", "C", "Cl", "H", "H", "C", "O", "H", "H", "H", "H"],
  "positions_angstrom": [[-0.18344, -0.83775, 0.28538], [2.25058, -3.83800, 0.09884], [1.92329, -2.71859, -0.11604], [0.80952, -2.28015, -0.65117], [2.95166, -1.55072, 0.32223], [2.67300, -0.28738, -0.49279], [3.75929, 0.75204, -0.24479], [3.46275, 1.20757, 1.20251], [2.24985, 0.36011, 1.57180], [1.54110, 0.28954, 0.27462], [2.69907, -1.09177, 1.74466], [1.48046, -1.93365, 2.43698], [1.82512, -2.77800, 3.20482], [0.29535, -1.59153, 2.07714], [3.93409, -1.98695, 0.16514], [2.37227, -0.44511, -1.52177], [4.75027, 0.32078, -0.37026], [3.65756, 1.57430, -0.94995], [4.28751, 1.03661, 1.89149], [3.19865, 2.26206, 1.24620], [1.58480, 0.75956, 2.33079], [3.53560, -1.22932, 2.42234], [-2.17652, -2.10709, 0.47772], [-2.79282, -0.98058, 1.73888], [-1.80191, 0.50721, 1.54906], [-2.60497, -1.41029, 2.71660], [-3.83498, -0.75134, 1.54356], [-1.30139, 1.09158, -2.05050], [-0.72843, -0.17990, -1.60913], [-2.18134, 0.88160, -2.65196], [-0.55614, 1.64183, -2.61818], [-1.57652, 1.64282, -1.15860], [-0.43940, -0.72005, -2.35658]],
  "forces_ev_per_angstrom": [[0.37, -0.01, 0.05], [-0.13, -0.17, -0.19], [0.70, 0.56, 0.55], [-0.47, -0.04, -0.25], [-0.56, -0.50, -0.37], [0.31, 0.03, 0.10], [-0.08, 0.03, -0.08], [0.06, -0.01, 0.01], [-0.07, -0.05, 0.05], [-0.31, 0.19, -0.04], [0.25, -0.11, 0.23], [-0.66, 0.39, -0.70], [0.27, -0.10, 0.29], [0.29, -0.36, 0.38], [0.05, 0.06, 0.08], [-0.05, 0.00, 0.00], [-0.01, -0.01, 0.00], [0.02, 0.01, 0.01], [0.00, 0.01, 0.00], [-0.01, 0.00, 0.01], [-0.02, 0.03, -0.02], [0.02, 0.07, -0.02], [-0.10, -0.02, -0.05], [-0.03, -0.04, -0.05], [0.09, 0.11, -0.09], [0.03, 0.01, 0.00], [0.00, 0.00, 0.02], [0.05, 0.00, 0.01], [0.01, 0.02, 0.04], [0.00, 0.00, 0.00], [0.00, 0.00, 0.00], [0.00, 0.00, 0.01], [0.01, -0.10, 0.05]]
}